Record 1
This record from the Open Molecules 2025 dataset describes an isolated molecule of C2H4N2O. The level of theory is ωB97M-V with the def2-TZVPD basis set.

The geometry in ORCA input format:
```
! RIJCOSX wB97M-V def2-TZVPD def2/J DEFGRID3
* xyz 0 1
H -1.423 1.874 1.389
N -0.665 1.245 1.094
C -0.876 0.171 0.467
N 0.222 -0.735 0.054
C 1.049 -0.378 -0.985
O 2.220 -0.667 -1.070
H -1.706 -0.387 0.062
H 0.672 -1.309 0.760
H 0.508 0.186 -1.770
*
```

## Properties
- Orbital gap: 0.3978 Ha
- Strongest force on any atom: 0.036 hartree/bohr
- Relative energy (zero: lowest compared OMol25 entry of this formula, charge and spin): 0.9880 eV
- Structure (SMILES): [H]/N=C/NC=O


Record 2
This record from the Open Molecules 2025 dataset describes an isolated molecule of C2H4N2O. The level of theory is ωB97M-V with the def2-TZVPD basis set.

The geometry in ORCA input format:
```
! RIJCOSX wB97M-V def2-TZVPD def2/J DEFGRID3
* xyz 0 1
H -1.207 1.981 1.007
N -0.509 1.458 0.484
C -0.697 0.214 0.637
N 0.089 -0.734 -0.003
C 1.009 -0.418 -0.983
O 1.828 -1.196 -1.413
H -1.474 -0.238 1.257
H 0.088 -1.683 0.335
H 0.873 0.616 -1.321
*
```

## Properties
- Orbital gap: 0.3971 Ha
- Strongest force on any atom: 0.009 hartree/bohr
- Relative energy (zero: lowest compared OMol25 entry of this formula, charge and spin): 0.0753 eV
- Structure (SMILES): [H]/N=C/NC=O


Record 3
This record from the Open Molecules 2025 dataset describes a 2-piece molecular cluster, C2H4N2O overall. The level of theory is ωB97M-V with the def2-TZVPD basis set.

The geometry in ORCA input format:
```
! RIJCOSX wB97M-V def2-TZVPD def2/J DEFGRID3
* xyz 0 1
C -1.163 -0.480 0.045
C 2.130 0.207 0.510
N -0.496 -0.670 1.132
N -0.776 0.560 -0.851
O 3.112 0.166 1.075
H -1.976 -0.936 -0.408
H 0.237 0.043 1.199
H 0.163 0.679 -1.013
H -1.231 0.432 -1.688
*
```

## Properties
- Orbital gap: 0.3781 Ha
- Strongest force on any atom: 0.102 hartree/bohr
- Relative energy (zero: lowest compared OMol25 entry of this formula, charge and spin): 1.2341 eV


Record 4
This record from the Open Molecules 2025 dataset describes an isolated molecule of C2H4N2O. The level of theory is ωB97M-V with the def2-TZVPD basis set.

The geometry in ORCA input format:
```
! RIJCOSX wB97M-V def2-TZVPD def2/J DEFGRID3
* xyz 0 1
C -1.738 -0.356 -0.054
N -0.578 -0.854 -0.004
N 0.396 0.079 -0.188
C 1.684 0.085 0.047
O 2.546 -0.843 -0.035
H -1.827 0.724 0.067
H -2.616 -1.053 0.038
H 0.079 1.124 0.247
H 2.052 1.094 -0.118
*
```

## Properties
- Orbital gap: 0.3744 Ha
- Strongest force on any atom: 0.152 hartree/bohr
- Relative energy (zero: lowest compared OMol25 entry of this formula, charge and spin): 2.7144 eV
- Structure (SMILES): C=NNC=O


Record 5
This record from the Open Molecules 2025 dataset describes a 2-piece molecular cluster, C2H4N2O overall. The level of theory is ωB97M-V with the def2-TZVPD basis set.

The geometry in ORCA input format:
```
! RIJCOSX wB97M-V def2-TZVPD def2/J DEFGRID3
* xyz 0 1
C -1.958 -0.772 -0.010
N -1.404 0.348 0.273
O -0.050 0.462 -0.015
H -1.413 -1.657 -0.213
H -3.069 -0.923 0.082
H 0.100 1.635 -0.037
C 2.597 0.295 -0.043
N 2.424 1.036 0.813
H 2.773 -0.423 -0.851
*
```

## Properties
- Orbital gap: 0.3970 Ha
- Strongest force on any atom: 0.109 hartree/bohr
- Relative energy (zero: lowest compared OMol25 entry of this formula, charge and spin): 3.9516 eV
- Structure (SMILES): C=NO.C#N


Record 6
This record from the Open Molecules 2025 dataset describes an isolated molecule of C2H4N2O. The level of theory is ωB97M-V with the def2-TZVPD basis set.

The geometry in ORCA input format:
```
! RIJCOSX wB97M-V def2-TZVPD def2/J DEFGRID3
* xyz 0 1
H -0.225 -1.551 0.126
N -1.119 -1.318 0.024
C -1.088 -0.068 -0.164
N -0.095 0.795 -0.150
C 1.157 0.078 -0.015
O 1.264 -1.147 -0.149
H -1.901 0.758 -0.152
H 0.004 1.782 0.365
H 2.003 0.669 0.114
*
```

## Properties
- Orbital gap: 0.3599 Ha
- Strongest force on any atom: 0.177 hartree/bohr
- Relative energy (zero: lowest compared OMol25 entry of this formula, charge and spin): 2.4691 eV
- Structure (SMILES): [H]/N=C\NC=O


Record 7
This record from the Open Molecules 2025 dataset describes an isolated molecule of C2H4N2O2. The level of theory is ωB97M-V with the def2-TZVPD basis set.

The geometry in ORCA input format:
```
! RIJCOSX wB97M-V def2-TZVPD def2/J DEFGRID3
* xyz 0 1
N 1.802 0.160 0.044
C 0.525 0.044 0.539
O 0.261 0.028 1.723
N -0.456 0.001 -0.456
C -1.810 -0.060 -0.176
O -2.650 -0.028 -1.044
H 2.045 -0.232 -0.853
H 2.517 0.074 0.749
H -0.213 0.156 -1.425
H -2.020 -0.144 0.900
*
```

## Properties
- Orbital gap: 0.4005 Ha
- Strongest force on any atom: 0.009 hartree/bohr
- Relative energy (zero: lowest compared OMol25 entry of this formula, charge and spin): 0.1887 eV
- Structure (SMILES): NC(=O)NC=O


Record 8
This record from the Open Molecules 2025 dataset describes an isolated molecule of C2H4N2O2. The level of theory is ωB97M-V with the def2-TZVPD basis set.

The geometry in ORCA input format:
```
! RIJCOSX wB97M-V def2-TZVPD def2/J DEFGRID3
* xyz 0 1
C -0.238 0.186 0.178
C 0.986 -0.223 -0.487
N 1.675 0.418 -1.310
N 2.617 -0.284 -2.023
O 2.700 0.032 -3.169
O 3.344 -1.097 -1.476
H -0.251 0.031 1.236
H -1.086 -0.331 -0.236
H -0.506 1.308 -0.022
H 1.416 -1.330 -0.207
*
```

## Properties
- Orbital gap: 0.3891 Ha
- Strongest force on any atom: 0.096 hartree/bohr
- Relative energy (zero: lowest compared OMol25 entry of this formula, charge and spin): 5.6024 eV
- Structure (SMILES): C/C=N/[N+](=O)[O-]


Record 9
This record from the Open Molecules 2025 dataset describes an isolated molecule of C2H4N2O2. The level of theory is ωB97M-V with the def2-TZVPD basis set.

The geometry in ORCA input format:
```
! RIJCOSX wB97M-V def2-TZVPD def2/J DEFGRID3
* xyz 0 1
N 1.954 0.108 -0.073
N 0.741 0.664 -0.062
C -0.302 -0.067 -0.180
O -0.324 -1.422 -0.027
C -1.592 0.678 -0.020
O -2.658 0.112 -0.038
H 2.691 0.718 0.239
H 2.035 -0.884 0.122
H -1.263 -1.667 0.020
H -1.283 1.761 0.019
*
```

## Properties
- Orbital gap: 0.3446 Ha
- Strongest force on any atom: 0.040 hartree/bohr
- Relative energy (zero: lowest compared OMol25 entry of this formula, charge and spin): 2.6061 eV
- Structure (SMILES): N/N=C(\O)C=O


Record 10
This record from the Open Molecules 2025 dataset describes a 2-piece molecular cluster, C2H4N2O2 overall. The level of theory is ωB97M-V with the def2-TZVPD basis set.

The geometry in ORCA input format:
```
! RIJCOSX wB97M-V def2-TZVPD def2/J DEFGRID3
* xyz 0 1
N 1.005 -0.090 1.505
C 0.283 0.815 1.920
O -0.419 1.666 2.286
H 1.760 -0.406 2.098
N 0.069 -0.781 -1.276
C -0.917 0.142 -1.292
O -1.162 0.916 -0.385
H 0.637 -0.850 -0.438
H 0.214 -1.406 -2.050
H -1.500 0.138 -2.232
*
```

## Properties
- Orbital gap: 0.3965 Ha
- Strongest force on any atom: 0.019 hartree/bohr
- Relative energy (zero: lowest compared OMol25 entry of this formula, charge and spin): 0.8555 eV
- Structure (SMILES): N=C=O.NC=O


| no. | highest occupied orbital energy (eV) |
| --- | --- |
| 1 | -10.0 |
| 2 | -10.1 |
| 3 | -9.5 |
| 4 | -9.9 |
| 5 | -10.0 |
| 6 | -9.5 |
| 7 | -10.3 |
| 8 | -10.8 |
| 9 | -8.9 |
| 10 | -10.0 |